[1]
{"formula": "C20H23N3O3", "method": "ωB97M-V/def2-TZVPD", "symbols": ["C", "C", "C", "C", "O", "C", "C", "C", "C", "N", "C", "O", "C", "C", "N", "C", "C", "C", "C", "N", "C", "C", "C", "O", "C", "C", "H", "H", "H", "H", "H", "H", "H", "H", "H", "H", "H", "H", "H", "H", "H", "H", "H", "H", "H", "H", "H", "H", "H"], "positions_angstrom": [[-3.97, 2.78, -4.76], [-3.34, 1.68, -3.93], [-2.72, 2.18, -2.63], [-1.53, 3.11, -2.86], [-0.83, 3.39, -1.66], [-0.09, 2.41, -1.09], [0.28, 1.21, -1.69], [1.01, 0.27, -1.00], [1.40, 0.52, 0.31], [2.04, -0.51, 1.06], [3.02, -1.36, 0.56], [3.49, -1.31, -0.54], [3.38, -2.33, 1.68], [2.18, -2.25, 2.61], [1.18, -3.24, 2.22], [-0.21, -2.95, 2.55], [-0.90, -2.06, 1.54], [-0.94, -2.42, 0.19], [-1.55, -1.57, -0.72], [-2.10, -0.42, -0.38], [-2.07, -0.07, 0.90], [-1.50, -0.85, 1.89], [1.66, -0.84, 2.35], [1.00, -0.16, 3.09], [1.09, 1.73, 0.91], [0.35, 2.66, 0.21], [-4.47, 2.37, -5.63], [-3.22, 3.49, -5.11], [-4.71, 3.33, -4.17], [-2.57, 1.17, -4.52], [-4.10, 0.93, -3.68], [-3.48, 2.71, -2.05], [-2.39, 1.32, -2.03], [-1.87, 4.10, -3.20], [-0.86, 2.70, -3.62], [-0.02, 0.98, -2.70], [1.28, -0.66, -1.47], [4.29, -1.97, 2.17], [3.57, -3.33, 1.29], [2.40, -2.40, 3.67], [1.25, -3.43, 1.22], [-0.74, -3.91, 2.59], [-0.24, -2.49, 3.54], [-0.52, -3.36, -0.14], [-1.60, -1.83, -1.77], [-2.53, 0.88, 1.13], [-1.50, -0.52, 2.91], [1.40, 1.93, 1.92], [0.09, 3.60, 0.67]], "relative_energy_kj_mol": 135.9, "molar_mass_g_mol": 353.42}

***

[2]
{"formula": "C12H23HoN2O2P2", "method": "ωB97M-V/def2-TZVPD", "symbols": ["Ho", "P", "C", "C", "N", "C", "C", "C", "C", "C", "P", "H", "H", "H", "H", "H", "H", "H", "H", "O", "H", "H", "O", "H", "C", "H", "H", "H", "C", "H", "H", "H", "C", "H", "H", "H", "C", "H", "H", "H", "N", "C"], "positions_angstrom": [[0.36, 0.99, 0.61], [2.30, -0.82, 1.40], [2.32, -0.86, -0.44], [1.09, -1.38, -1.13], [-0.11, -0.81, -0.74], [-1.27, -1.30, -1.25], [-1.26, -2.32, -2.16], [-0.05, -2.86, -2.60], [1.12, -2.36, -2.07], [-2.58, -0.68, -0.73], [-2.34, 0.90, 0.14], [2.14, -2.77, -2.36], [-2.26, -2.69, -2.55], [-0.04, -3.65, -3.33], [-3.27, -0.53, -1.58], [-3.07, -1.38, -0.03], [2.31, 0.63, -0.81], [3.25, -1.17, -0.84], [0.49, 3.52, -0.51], [1.90, 1.59, -0.87], [2.09, 2.23, -1.62], [-0.13, 2.63, 1.57], [-0.26, 4.09, -0.26], [0.01, 4.68, 0.51], [-2.87, 2.08, -1.15], [-3.94, 1.94, -1.35], [-2.67, 3.11, -0.81], [-2.29, 1.91, -2.06], [-3.77, 0.93, 1.29], [-3.54, 1.65, 2.10], [-4.69, 1.24, 0.76], [-3.90, -0.07, 1.73], [2.15, -2.61, 1.76], [3.10, -3.11, 1.48], [1.95, -2.70, 2.84], [1.30, -3.02, 1.18], [4.05, -0.46, 1.80], [4.10, -0.25, 2.88], [4.67, -1.34, 1.55], [4.39, 0.43, 1.24], [-0.49, 2.28, 3.77], [-0.27, 2.30, 2.62]], "spin_multiplicity": 5, "molar_mass_g_mol": 454.21, "total_charge": 2, "energy_ha": -2361.17438, "s_squared": 6.005}

***

[3]
{"formula": "C56H62ClMnN4P", "method": "ωB97M-V/def2-TZVPD", "symbols": ["Mn", "C", "C", "C", "C", "C", "C", "C", "C", "C", "C", "C", "C", "N", "C", "C", "N", "C", "C", "C", "C", "C", "C", "C", "C", "C", "C", "C", "C", "C", "C", "C", "C", "C", "C", "C", "C", "C", "C", "H", "H", "H", "H", "H", "H", "H", "H", "H", "H", "H", "H", "H", "H", "H", "H", "H", "H", "H", "H", "H", "H", "H", "H", "H", "H", "H", "H", "H", "H", "H", "H", "H", "H", "H", "H", "H", "H", "H", "H", "N", "C", "C", "N", "H", "H", "H", "H", "H", "H", "H", "H", "Cl", "C", "C", "C", "C", "C", "C", "P", "C", "C", "C", "C", "C", "C", "C", "C", "C", "C", "C", "C", "H", "H", "H", "H", "H", "H", "H", "H", "H", "H", "H", "H", "H", "H"], "positions_angstrom": [[-1.02, 0.44, 0.81], [-3.89, 0.88, -1.03], [-4.23, -0.53, -1.50], [-3.31, -0.93, -2.66], [-4.24, -1.51, -0.34], [-5.46, -2.07, 0.01], [-5.56, -2.99, 1.04], [-4.41, -3.39, 1.71], [-3.17, -2.85, 1.40], [-1.96, -3.37, 2.14], [-2.08, -3.17, 3.65], [-1.73, -4.85, 1.84], [-3.09, -1.87, 0.39], [-1.83, -1.29, 0.10], [-1.02, -2.00, -0.65], [0.31, -1.50, -0.96], [0.70, -0.33, -0.48], [1.96, 0.12, -0.60], [3.13, -0.61, -0.26], [4.37, -0.24, -0.74], [4.65, 0.46, -1.94], [3.82, 1.13, -2.76], [2.43, 1.66, -2.54], [2.46, 3.13, -3.18], [1.44, 3.36, -4.30], [2.40, 4.29, -2.20], [3.09, -1.74, 0.76], [3.44, -3.11, 0.16], [4.07, -1.45, 1.90], [0.91, -2.37, -1.95], [2.07, -2.37, -2.69], [2.29, -3.41, -3.60], [1.39, -4.43, -3.79], [0.18, -4.45, -3.07], [-0.87, -5.40, -3.18], [-2.02, -5.24, -2.45], [-2.23, -4.16, -1.57], [-1.22, -3.24, -1.40], [-0.03, -3.41, -2.17], [-3.92, 1.57, -1.87], [-2.88, 0.89, -0.58], [-4.62, 1.20, -0.29], [-5.25, -0.51, -1.90], [-2.27, -0.75, -2.41], [-3.56, -0.33, -3.53], [-3.44, -1.98, -2.91], [-6.35, -1.79, -0.53], [-6.51, -3.43, 1.30], [-4.48, -4.14, 2.48], [-1.07, -2.82, 1.80], [-2.93, -3.72, 4.06], [-2.21, -2.12, 3.91], [-1.18, -3.52, 4.14], [-2.56, -5.46, 2.19], [-0.83, -5.19, 2.35], [-1.61, -5.02, 0.77], [5.23, -0.72, -0.29], [5.66, 0.33, -2.30], [4.20, 1.36, -3.75], [3.44, 3.21, -3.66], [0.43, 3.40, -3.92], [1.50, 2.58, -5.06], [1.65, 4.31, -4.78], [1.44, 4.34, -1.69], [2.52, 5.22, -2.75], [3.22, 4.22, -1.48], [2.08, -1.81, 1.17], [4.40, -3.07, -0.34], [2.69, -3.45, -0.55], [3.50, -3.84, 0.96], [5.07, -1.80, 1.66], [3.75, -1.98, 2.80], [4.12, -0.39, 2.12], [2.82, -1.60, -2.57], [3.21, -3.40, -4.17], [1.59, -5.22, -4.50], [-0.74, -6.24, -3.85], [-2.81, -5.97, -2.56], [-3.18, -4.09, -1.06], [-2.70, 0.40, 2.32], [-3.05, 1.59, 3.10], [-3.64, 2.63, 2.16], [-2.70, 2.86, 1.05], [-3.55, 0.11, 1.81], [-2.50, -0.37, 2.97], [-2.14, 1.97, 3.57], [-3.78, 1.36, 3.88], [-3.87, 3.55, 2.72], [-4.58, 2.24, 1.76], [-2.10, 3.65, 1.27], [-3.23, 3.11, 0.22], [0.12, -0.52, 2.47], [1.47, 0.42, 3.02], [2.17, -0.04, 4.12], [3.27, 0.68, 4.55], [3.66, 1.82, 3.86], [2.92, 2.28, 2.78], [1.80, 1.59, 2.33], [0.47, 2.28, 1.24], [0.70, 4.04, 1.71], [-0.07, 4.65, 2.69], [0.21, 5.95, 3.08], [1.26, 6.64, 2.50], [2.05, 6.03, 1.54], [1.77, 4.73, 1.15], [0.86, 2.26, -0.54], [-0.32, 2.36, -1.28], [-0.66, 1.76, -2.49], [0.13, 0.90, -3.29], [1.47, 0.81, -3.32], [2.11, 1.58, -1.01], [1.84, -0.92, 4.63], [3.81, 0.36, 5.42], [4.54, 2.37, 4.18], [3.22, 3.20, 2.30], [-0.87, 4.10, 3.18], [-0.39, 6.42, 3.85], [1.47, 7.65, 2.81], [2.89, 6.55, 1.11], [2.40, 4.24, 0.42], [-1.09, 2.98, -0.82], [-1.68, 1.90, -2.82], [-0.42, 0.30, -4.00], [1.92, 0.12, -4.02], [2.97, 2.00, -0.47]], "relative_energy_kj_mol": 549.9, "spin_multiplicity": 4, "molar_mass_g_mol": 912.50, "total_charge": 2, "s_squared": 4.235}

***

[4]
{"formula": "C12H27N4O", "method": "ωB97M-V/def2-TZVPD", "symbols": ["N", "C", "N", "C", "N", "N", "C", "C", "C", "C", "O", "H", "H", "H", "H", "H", "H", "H", "H", "H", "H", "H", "H", "H", "C", "C", "C", "C", "C", "C", "H", "H", "H", "H", "H", "H", "H", "H", "H", "H", "H", "H", "H", "H"], "positions_angstrom": [[-2.57, -1.23, 4.45], [-3.27, -2.06, 3.62], [-4.42, -2.67, 3.96], [-4.80, -3.34, 2.90], [-3.90, -3.18, 1.93], [-2.92, -2.39, 2.37], [-1.76, -2.05, 1.51], [-1.28, -0.58, 1.60], [-1.58, 0.26, 0.30], [-2.76, 1.24, 0.59], [-3.74, 1.18, -0.46], [-2.80, -0.25, 4.42], [-1.84, -1.52, 5.08], [-5.68, -3.96, 2.73], [-3.88, -3.58, 1.00], [-2.10, -2.24, 0.48], [-0.97, -2.79, 1.69], [-0.18, -0.63, 1.69], [-1.67, -0.02, 2.44], [-0.69, 0.88, 0.15], [-1.72, -0.36, -0.59], [-3.29, 1.02, 1.53], [-2.38, 2.27, 0.66], [-4.58, 0.88, -0.08], [4.80, 2.95, -3.03], [4.23, 1.58, -3.40], [2.72, 1.48, -3.23], [2.21, 1.67, -1.80], [2.79, 0.70, -0.77], [2.45, -0.76, -1.06], [4.62, 3.18, -1.98], [5.87, 2.98, -3.20], [4.34, 3.74, -3.64], [4.74, 0.81, -2.82], [4.48, 1.38, -4.45], [2.38, 0.51, -3.61], [2.24, 2.23, -3.87], [1.12, 1.58, -1.80], [2.42, 2.70, -1.47], [2.40, 0.97, 0.22], [3.88, 0.81, -0.71], [1.36, -0.90, -1.08], [2.86, -1.40, -0.28], [2.85, -1.09, -2.01]], "relative_energy_kj_mol": 247.6, "molar_mass_g_mol": 243.38, "total_charge": 1}

***

[5]
{"formula": "C41H56Br2N8O4", "method": "ωB97M-V/def2-TZVPD", "symbols": ["C", "C", "O", "C", "C", "O", "C", "O", "C", "O", "C", "Br", "C", "C", "Br", "H", "H", "H", "H", "H", "H", "H", "H", "H", "H", "H", "H", "H", "H", "H", "H", "N", "C", "C", "C", "C", "H", "H", "H", "H", "H", "N", "C", "C", "C", "C", "H", "H", "H", "H", "H", "N", "C", "C", "C", "C", "H", "H", "H", "H", "H", "N", "C", "C", "C", "C", "H", "H", "H", "H", "H", "N", "C", "C", "C", "C", "H", "H", "H", "H", "H", "N", "C", "C", "C", "C", "H", "H", "H", "H", "H", "N", "C", "C", "C", "C", "H", "H", "H", "H", "H", "N", "C", "C", "C", "C", "H", "H", "H", "H", "H"], "positions_angstrom": [[-1.97, 2.65, 0.89], [-0.41, 2.31, 0.63], [0.39, 2.32, 1.84], [0.00, 1.25, 2.74], [1.23, 0.64, 3.56], [1.95, -0.42, 2.89], [1.56, -1.72, 3.32], [2.81, -2.40, 3.73], [3.78, -2.18, 2.69], [4.82, -1.60, 2.99], [0.89, -2.66, 2.21], [-0.77, -3.41, 3.08], [0.40, -1.92, 0.86], [0.83, -2.89, -0.37], [-1.62, -1.84, 0.76], [-2.52, 2.38, -0.08], [-2.15, 3.77, 1.04], [-2.45, 2.02, 1.71], [-0.02, 3.12, -0.08], [-0.36, 1.32, 0.06], [-0.69, 1.74, 3.52], [-0.63, 0.45, 2.22], [0.89, 0.39, 4.62], [1.98, 1.51, 3.67], [0.92, -1.73, 4.27], [3.64, -2.51, 1.61], [1.53, -3.58, 2.00], [0.88, -0.92, 0.64], [0.80, -2.35, -1.36], [1.94, -3.19, -0.20], [0.17, -3.81, -0.38], [0.00, 3.72, -4.17], [-1.24, 3.92, -4.72], [-2.03, 2.84, -4.40], [-1.23, 1.95, -3.63], [0.01, 2.52, -3.50], [0.78, 4.35, -4.25], [-1.45, 4.81, -5.29], [-3.06, 2.70, -4.69], [-1.54, 1.00, -3.21], [0.90, 2.18, -2.99], [-0.33, 6.50, -7.31], [-0.56, 7.45, -8.27], [-0.16, 8.66, -7.78], [0.35, 8.44, -6.47], [0.23, 7.10, -6.21], [-0.53, 5.52, -7.40], [-1.00, 7.18, -9.22], [-0.21, 9.61, -8.30], [0.75, 9.18, -5.79], [0.49, 6.52, -5.34], [4.19, -5.23, 3.33], [3.60, -6.10, 2.45], [4.28, -7.29, 2.51], [5.33, -7.13, 3.46], [5.24, -5.85, 3.94], [3.90, -4.28, 3.49], [2.74, -5.80, 1.87], [4.06, -8.17, 1.94], [6.06, -7.87, 3.75], [5.84, -5.32, 4.67], [6.19, -10.75, 3.74], [7.53, -10.98, 3.88], [7.71, -11.94, 4.84], [6.42, -12.32, 5.30], [5.50, -11.57, 4.60], [5.77, -10.09, 3.11], [8.25, -10.43, 3.28], [8.66, -12.33, 5.18], [6.19, -13.06, 6.05], [4.43, -11.55, 4.64], [-4.75, 2.18, 3.72], [-4.53, 2.54, 5.02], [-5.13, 3.76, 5.23], [-5.74, 4.14, 4.01], [-5.50, 3.14, 3.10], [-4.42, 1.33, 3.29], [-3.96, 1.91, 5.68], [-5.12, 4.31, 6.15], [-6.31, 5.04, 3.82], [-5.79, 3.04, 2.06], [-1.86, -1.54, 7.09], [-2.79, -0.53, 7.09], [-2.70, 0.12, 8.29], [-1.68, -0.51, 9.04], [-1.18, -1.53, 8.27], [-1.71, -2.18, 6.33], [-3.43, -0.37, 6.24], [-3.30, 0.97, 8.60], [-1.34, -0.24, 10.04], [-0.39, -2.25, 8.46], [-4.06, 5.51, -6.05], [-4.83, 5.24, -4.96], [-6.12, 5.03, -5.39], [-6.12, 5.18, -6.80], [-4.83, 5.47, -7.18], [-3.07, 5.71, -6.03], [-4.41, 5.22, -3.97], [-6.97, 4.80, -4.77], [-6.96, 5.08, -7.47], [-4.40, 5.66, -8.15], [0.46, 1.28, -6.82], [-0.65, 0.67, -7.34], [-0.40, 0.35, -8.65], [0.92, 0.79, -8.94], [1.42, 1.35, -7.79], [0.55, 1.62, -5.88], [-1.53, 0.51, -6.73], [-1.08, -0.13, -9.33], [1.44, 0.69, -9.88], [2.38, 1.80, -7.58]], "molar_mass_g_mol": 884.76, "energy_ha": -7482.72147}

***

[6]
{"formula": "C4H10O2", "method": "ωB97M-V/def2-TZVPD", "symbols": ["C", "C", "O", "C", "C", "O", "H", "H", "H", "H", "H", "H", "H", "H", "H", "H"], "positions_angstrom": [[-0.87, 1.82, 1.24], [-0.81, 0.57, 0.41], [-0.96, -0.48, 1.38], [0.49, 0.40, -0.42], [0.59, -1.11, -0.75], [1.38, -1.22, -1.94], [-1.72, 1.98, 1.89], [-0.99, 2.74, 0.63], [0.10, 1.91, 1.74], [-1.63, 0.19, -0.24], [-0.12, -0.67, 1.81], [0.27, 0.84, -1.40], [1.35, 0.79, 0.14], [1.13, -1.62, 0.06], [-0.36, -1.60, -1.11], [2.32, -1.37, -1.79]], "relative_energy_kj_mol": 156.2, "molar_mass_g_mol": 90.12}

***

[7]
{"formula": "C12H28N6O10Pb", "method": "ωB97M-V/def2-TZVPD", "symbols": ["Pb", "N", "O", "O", "O", "N", "O", "O", "O", "C", "C", "O", "N", "C", "H", "H", "H", "H", "H", "H", "H", "C", "C", "O", "N", "C", "H", "H", "H", "H", "H", "H", "H", "C", "C", "O", "N", "C", "H", "H", "H", "H", "H", "H", "H", "C", "C", "O", "N", "C", "H", "H", "H", "H", "H", "H", "H"], "positions_angstrom": [[-1.11, 0.12, 0.89], [-4.03, -0.29, 0.83], [-3.37, -0.66, -0.18], [-5.23, -0.15, 0.80], [-3.38, -0.07, 1.90], [-0.40, 0.41, 3.80], [-0.51, -0.74, 3.30], [-0.87, 1.38, 3.12], [0.15, 0.61, 4.87], [-2.34, -0.83, -3.16], [-0.90, -0.43, -2.94], [-0.42, -0.34, -1.81], [-0.11, -0.41, -4.04], [1.34, -0.19, -3.99], [-2.46, -1.91, -3.21], [-2.68, -0.34, -4.08], [-2.97, -0.51, -2.33], [-0.56, -0.26, -4.92], [1.77, -1.03, -3.45], [1.62, 0.73, -3.49], [1.71, -0.19, -5.01], [3.54, -0.39, 1.41], [2.34, 0.42, 1.85], [1.38, 0.62, 1.10], [2.38, 0.97, 3.07], [3.39, 0.81, 4.10], [3.29, -1.06, 0.60], [3.94, -0.94, 2.27], [4.29, 0.32, 1.06], [1.59, 1.58, 3.26], [3.04, 1.38, 4.96], [4.38, 1.10, 3.77], [3.44, -0.23, 4.45], [-2.76, 4.26, 0.03], [-1.84, 3.38, -0.76], [-1.82, 2.16, -0.63], [-1.06, 4.00, -1.67], [-0.24, 3.39, -2.68], [-3.26, 3.65, 0.78], [-3.55, 4.67, -0.60], [-2.21, 5.06, 0.53], [-1.10, 5.01, -1.70], [-0.69, 2.45, -3.00], [0.74, 3.12, -2.28], [-0.22, 4.02, -3.57], [-0.51, -3.85, -1.05], [0.00, -3.32, 0.26], [-0.54, -2.40, 0.86], [1.10, -3.93, 0.77], [1.56, -3.66, 2.13], [-1.17, -4.70, -0.83], [0.23, -4.19, -1.76], [-1.18, -3.07, -1.43], [1.30, -4.83, 0.36], [0.69, -3.49, 2.77], [2.16, -2.76, 2.14], [2.15, -4.48, 2.52]], "molar_mass_g_mol": 623.59, "energy_ha": -1747.72886}

***

[8]
{"formula": "C7H16", "method": "ωB97M-V/def2-TZVPD", "symbols": ["C", "C", "C", "C", "C", "H", "H", "H", "H", "H", "H", "H", "H", "H", "H", "H", "H", "C", "C", "H", "H", "H", "H"], "positions_angstrom": [[-2.32, 1.17, -0.05], [-1.32, -0.05, 0.00], [-1.36, -0.57, 1.25], [-0.05, 0.63, -0.35], [-1.59, -1.17, -0.97], [-3.23, 0.72, 0.50], [-1.96, 2.09, 0.59], [-2.46, 1.64, -0.98], [-0.71, -1.43, 1.33], [-1.12, 0.17, 2.08], [-2.47, -0.90, 1.48], [0.90, -0.10, -0.39], [0.41, 1.49, 0.27], [-0.04, 1.13, -1.32], [-2.00, -0.89, -1.88], [-0.82, -1.92, -1.15], [-2.38, -1.90, -0.44], [3.77, -0.66, 0.11], [3.75, 0.65, -0.05], [2.87, -1.27, -0.03], [4.60, -1.27, 0.41], [2.86, 1.20, -0.38], [4.67, 1.23, -0.04]], "relative_energy_kj_mol": 297.7, "molar_mass_g_mol": 100.20}

***

[9]
{"formula": "C10H13N", "method": "ωB97M-V/def2-TZVPD", "symbols": ["N", "C", "C", "C", "C", "C", "C", "C", "C", "C", "C", "H", "H", "H", "H", "H", "H", "H", "H", "H", "H", "H", "H", "H"], "positions_angstrom": [[3.17, -0.82, -0.13], [1.87, -0.20, 0.36], [1.62, 1.06, -0.42], [0.35, 1.70, 0.00], [-0.84, 0.75, 0.18], [-2.11, 1.17, 0.10], [-3.21, 0.32, -0.01], [-3.05, -1.05, -0.17], [-1.71, -1.57, -0.12], [-0.61, -0.71, 0.10], [0.82, -1.22, -0.02], [3.94, -0.13, -0.16], [3.48, -1.49, 0.71], [1.76, -0.08, 1.51], [2.49, 1.78, -0.27], [1.61, 0.77, -1.53], [-0.10, 2.37, -0.78], [0.62, 2.20, 1.02], [-2.28, 2.31, 0.23], [-4.26, 0.73, 0.10], [-3.93, -1.67, -0.19], [-1.64, -2.68, -0.08], [0.95, -2.10, 0.61], [1.06, -1.46, -1.03]], "relative_energy_kj_mol": 90.7, "molar_mass_g_mol": 147.22}